# 1
A 3-piece molecular cluster, C6H11F3OSi overall in a non-equilibrium geometry. Source: the OMol25 dataset; level of theory: ωB97M-V/def2-TZVPD.

```
22
Properties=species:S:1:pos:R:3
C 3.313 1.757 0.838
C 2.168 1.101 0.977
C -3.500 -0.538 1.254
C 2.253 -0.084 -1.922
C -2.949 -0.252 -0.100
C -2.196 0.789 -0.381
O 0.548 -1.297 0.255
F -0.097 -3.697 -0.109
F -1.646 1.059 -1.566
F -1.828 1.740 0.482
Si 1.551 -0.240 -0.179
H 3.612 2.527 1.534
H 4.004 1.558 0.035
H 1.526 1.347 1.815
H -3.280 0.270 1.946
H -4.579 -0.680 1.196
H -3.060 -1.461 1.628
H 3.285 -0.423 -1.971
H 1.676 -0.688 -2.619
H 2.228 0.946 -2.272
H -3.160 -0.954 -0.892
H 0.131 -2.781 0.051
```

- Charge: 0
- LUMO energy (alpha / beta): 0.0118 / -0.1465 hartree
- 2S+1: 3
- Energy above the lowest of the compared OMol25 structures with the same formula, charge and spin: 0.0 kcal/mol
- F_max: 9.77 eV/Å
- Expectation value of S²: 2.007
- Frontier orbital gap (alpha / beta): 7.43 / 5.40 eV
- E_HOMO (alpha / beta): -7.107 / -9.389 eV


# 2
A 2-piece molecular cluster, C5H16N2O overall in a non-equilibrium geometry. Source: the OMol25 dataset; level of theory: ωB97M-V/def2-TZVPD.

```
24
Properties=species:S:1:pos:R:3
C -0.249 1.019 2.449
C -0.674 -0.118 1.405
N -2.049 -0.007 1.102
C 0.453 -0.293 0.391
C 0.016 -1.001 -1.070
C 1.082 -0.853 -2.141
N 2.575 -1.447 -1.776
H -0.726 2.027 2.374
H 0.830 1.157 2.228
H -0.396 0.950 3.488
H -0.864 -1.020 2.012
H -2.674 0.468 1.703
H -2.194 0.423 0.272
H 1.187 -1.021 0.728
H 0.967 0.656 0.195
H -0.089 -2.058 -0.742
H -1.076 -0.823 -1.278
H 1.422 0.110 -2.287
H 0.620 -1.240 -3.197
H 2.464 -2.456 -1.712
H 2.873 -1.226 -0.796
O -1.017 2.137 -0.355
H -1.525 2.057 -1.094
H -0.130 2.553 -0.544
```

- Structure (SMILES): C[C@@H](N)CCCN.O
- Charge: 0
- LUMO energy: 0.0223 hartree
- 2S+1: 1
- Energy above the lowest of the compared OMol25 structures with the same formula, charge and spin: 78.5 kcal/mol
- F_max: 4.96 eV/Å
- Frontier orbital gap: 8.95 eV
- E_HOMO: -8.346 eV


# 3
One molecule with the formula C3H3F3N2O2S in a non-equilibrium geometry. Source: the OMol25 dataset; level of theory: ωB97M-V/def2-TZVPD.

```
14
Properties=species:S:1:pos:R:3
O -3.293 0.335 -0.247
C -2.011 0.378 0.144
S -1.862 -0.394 1.769
N -1.073 0.846 -0.508
N 0.181 0.916 -0.064
C 1.035 -0.033 -0.205
O 0.601 -1.225 -0.712
C 2.542 0.173 -0.048
F 3.172 -0.132 -1.213
F 2.811 1.397 0.443
F 2.989 -0.718 0.851
H -3.378 0.624 -1.159
H -3.184 -0.344 1.757
H 1.470 -1.823 -0.808
```

- Structure (SMILES): O/C(S)=N/N=C(\O)C(F)(F)F
- Charge: 0
- LUMO energy: 0.0166 hartree
- 2S+1: 1
- Energy above the lowest of the compared OMol25 structures with the same formula, charge and spin: 31.5 kcal/mol
- F_max: 4.38 eV/Å
- Frontier orbital gap: 9.74 eV
- E_HOMO: -9.290 eV


# 4
C37H34GaN5O4S3 as an isolated structure. Source: the OMol25 dataset; level of theory: ωB97M-V/def2-TZVPD.

```
84
Properties=species:S:1:pos:R:3
Ga -0.585 -0.235 -0.759
C -3.052 -1.179 -4.281
C -4.314 -1.322 -3.723
C -4.486 -1.074 -2.372
C -3.395 -0.694 -1.609
N -2.165 -0.576 -2.153
C -2.005 -0.808 -3.461
C -3.487 -0.327 -0.173
C -4.630 -0.183 0.583
C -4.487 0.317 1.880
C -3.245 0.697 2.357
C -2.136 0.533 1.533
N -2.296 -0.014 0.337
H -2.878 -1.351 -5.333
H -5.156 -1.617 -4.335
H -5.461 -1.169 -1.915
H -0.999 -0.694 -3.840
H -5.608 -0.417 0.191
H -5.364 0.444 2.500
H -3.132 1.141 3.337
H -0.390 0.320 2.683
O 1.544 -1.152 3.296
C 2.182 -2.404 3.076
N 1.396 -3.530 3.490
C 0.475 -4.248 2.784
O -0.068 -5.223 3.251
C 0.133 -3.856 1.366
C -0.183 -4.896 0.497
C -0.589 -4.605 -0.795
C -0.698 -3.282 -1.171
N -0.415 -2.277 -0.334
C -0.001 -2.556 0.913
H 1.459 -1.019 4.247
H 3.134 -2.445 3.604
H 2.378 -2.453 2.007
H 1.543 -3.901 4.419
H -0.119 -5.915 0.854
H -0.836 -5.390 -1.496
H -1.025 -3.006 -2.166
H 0.216 -1.693 1.535
S 3.391 2.826 1.477
C 3.007 2.897 -0.186
C 1.901 2.179 -0.462
N 1.361 1.541 0.651
C 2.074 1.797 1.742
H 3.574 3.507 -0.870
H 1.374 2.102 -1.399
H 1.846 1.356 2.695
C 2.170 8.092 3.725
C 1.551 6.761 3.404
O 2.132 5.854 2.871
S -0.161 6.641 3.937
C -0.486 4.994 3.374
C -0.335 3.922 4.241
C -0.461 2.626 3.760
C -0.737 2.392 2.420
C -0.941 3.474 1.570
C -0.819 4.769 2.043
C -0.721 0.974 1.858
C 0.142 0.837 0.615
H 3.068 7.923 4.318
H 1.491 8.748 4.266
H 2.468 8.567 2.790
H -0.086 4.102 5.278
H -0.308 1.788 4.434
H -1.156 3.294 0.522
H -0.951 5.611 1.376
C 3.270 -0.193 -2.811
S 1.946 -1.274 -2.312
O 0.705 -0.353 -2.316
C 1.774 -2.288 -3.749
C 1.484 -1.731 -4.992
C 1.349 -2.572 -6.082
C 1.509 -3.947 -5.927
C 1.799 -4.489 -4.685
C 1.929 -3.657 -3.581
H 2.989 0.344 -3.715
H 4.149 -0.813 -2.987
H 3.452 0.497 -1.989
H 1.368 -0.660 -5.107
H 1.134 -2.158 -7.058
H 1.412 -4.596 -6.787
H 1.930 -5.557 -4.574
H 2.158 -4.065 -2.603
```

- Charge: +2
- LUMO energy: -0.2035 hartree
- 2S+1: 1
- Energy above the lowest of the compared OMol25 structures with the same formula, charge and spin: 22.8 kcal/mol
- F_max: 0.18 eV/Å
- Frontier orbital gap: 5.85 eV
- E_HOMO: -11.392 eV


# 5
A 2-piece molecular cluster, C2H5NO2S2 overall in a non-equilibrium geometry. Source: the OMol25 dataset; level of theory: ωB97M-V/def2-TZVPD.

```
12
Properties=species:S:1:pos:R:3
O -3.485 0.220 0.573
N -2.259 0.243 0.736
O -1.528 -0.691 0.803
H -1.739 1.175 0.874
C 0.527 -0.511 -1.650
C 0.806 -0.376 -0.341
S 1.568 -1.647 0.547
S 0.527 1.185 0.477
H 0.197 0.360 -2.284
H 0.833 -1.479 -2.072
H 0.991 -1.230 1.656
H 0.960 0.802 1.720
```

- Structure (SMILES): O=[NH+][O-].C=C(S)S
- Charge: 0
- LUMO energy: 0.0063 hartree
- 2S+1: 1
- Energy above the lowest of the compared OMol25 structures with the same formula, charge and spin: 97.6 kcal/mol
- F_max: 2.47 eV/Å
- Frontier orbital gap: 9.07 eV
- E_HOMO: -8.898 eV


# 6
C4H5HoLiO2 as an isolated structure in a non-equilibrium geometry. Source: the OMol25 dataset; level of theory: ωB97M-V/def2-TZVPD.

```
13
Properties=species:S:1:pos:R:3
H -1.694 0.181 1.465
C -0.970 0.362 0.331
C -0.647 -0.971 -0.254
C 0.859 -1.186 -0.317
C 1.639 0.059 -0.057
O 1.237 0.729 0.965
O -1.375 1.309 -0.309
Li -1.707 3.168 -0.173
Ho 2.550 2.555 0.102
H -1.120 -1.018 -1.249
H -1.163 -1.725 0.358
H 1.198 -1.549 -1.301
H 1.194 -1.915 0.438
```

- Charge: +3
- LUMO energy (alpha / beta): -0.5023 / -0.5518 hartree
- 2S+1: 5
- Energy above the lowest of the compared OMol25 structures with the same formula, charge and spin: 59.8 kcal/mol
- F_max: 8.02 eV/Å
- Expectation value of S²: 6.007
- Frontier orbital gap (alpha / beta): 7.84 / 6.46 eV
- E_HOMO (alpha / beta): -21.504 / -21.471 eV


# 7
C5H9N3 as an isolated structure in a non-equilibrium geometry. Source: the OMol25 dataset; level of theory: ωB97M-V/def2-TZVPD.

```
17
Properties=species:S:1:pos:R:3
C -1.106 -0.809 1.277
C -1.193 -0.217 -0.187
C -1.860 0.964 -0.662
C 0.868 -1.398 -0.732
C 1.226 1.614 -0.083
H -0.191 0.094 1.628
H -0.574 -2.030 1.065
H -2.201 -0.778 2.017
H -2.357 1.420 0.065
H -1.937 1.241 -1.774
H 1.114 -2.547 -1.202
H 3.109 -0.821 -0.484
H 1.585 2.589 0.445
H 0.041 1.745 -0.723
N -0.349 -0.927 -1.000
N 1.719 -0.798 0.075
N 2.106 0.658 0.275
```

- Charge: 0
- LUMO energy: -0.0147 hartree
- 2S+1: 1
- Energy above the lowest of the compared OMol25 structures with the same formula, charge and spin: 253.7 kcal/mol
- F_max: 9.24 eV/Å
- Frontier orbital gap: 7.46 eV
- E_HOMO: -7.857 eV


> Number 3 is which compound?

C3H3F3N2O2S


> The highest 2S+1 belongs to which entry?

C4H5HoLiO2